Entry 1:
18 unconnected molecules or ions with the total composition C46H133N5O31, computed with ωB97M-V with the def2-TZVPD basis set.

```
215
Properties=species:S:1:pos:R:3:lowdin_charge:R:1
C -4.73 -2.42 -1.59 -0.0483
C -4.28 -3.54 -2.52 -0.3946
C -4.92 -3.54 -3.92 -0.3067
O -4.54 -4.52 -4.73 -0.1480
C -4.77 -4.02 -6.07 -0.0676
N -2.81 -3.47 -2.61 0.0706
H -5.80 -2.47 -1.38 0.0764
H -4.46 -1.50 -2.10 0.0729
H -4.16 -2.44 -0.67 0.0741
H -4.50 -4.53 -2.12 0.1323
H -4.60 -2.58 -4.33 0.1133
H -6.01 -3.52 -3.94 0.1331
H -4.07 -3.22 -6.30 0.0814
H -5.76 -3.58 -6.24 0.0896
H -4.56 -4.81 -6.79 0.0906
H -2.57 -2.95 -3.44 0.0297
H -2.57 -4.42 -2.85 0.0409
C 0.30 -2.48 -0.76 -0.0142
C -0.70 -1.35 -0.35 -0.4098
C -0.18 -0.23 0.52 -0.1149
O -1.27 0.79 0.67 -0.1860
C -0.85 1.82 1.53 -0.1251
N -1.29 -0.82 -1.56 0.0401
H 1.17 -1.96 -1.17 0.0788
H -0.17 -3.25 -1.37 0.0714
H 0.50 -2.88 0.24 0.0546
H -1.59 -1.87 -0.01 0.1253
H 0.74 0.27 0.22 0.1222
H 0.01 -0.67 1.50 0.1079
H -1.65 2.53 1.71 0.0934
H 0.06 2.32 1.20 0.0802
H -0.46 1.49 2.50 0.0579
H -1.86 -1.57 -1.93 0.0336
H -1.87 -0.08 -1.20 0.0757
C -9.89 0.76 -2.68 -0.0919
C -9.33 -0.24 -1.70 -0.4312
C -8.22 0.60 -1.00 -0.2782
O -6.98 0.53 -1.59 -0.1609
C -6.04 1.40 -0.90 -0.0821
N -10.51 -0.61 -0.93 0.0369
H -10.54 0.23 -3.37 0.0826
H -9.08 1.17 -3.28 0.0798
H -10.26 1.62 -2.12 0.0817
H -8.84 -1.11 -2.13 0.1435
H -8.17 0.10 -0.03 0.1122
H -8.60 1.58 -0.74 0.1218
H -6.11 2.49 -0.87 0.0779
H -5.17 1.29 -1.54 0.0777
H -5.73 1.02 0.08 0.0887
H -11.03 0.20 -0.62 0.0687
H -10.30 -1.14 -0.09 0.0676
C 8.47 -1.20 -1.96 -0.0316
C 7.50 -1.59 -0.88 -0.4768
C 8.17 -1.78 0.49 -0.1435
O 9.07 -2.90 0.35 -0.2055
C 9.91 -3.17 1.48 -0.0922
N 6.38 -0.78 -0.74 0.0669
H 7.89 -1.03 -2.87 0.0897
H 9.22 -1.97 -2.08 0.0876
H 8.91 -0.22 -1.78 0.0859
H 7.09 -2.54 -1.24 0.1066
H 7.53 -2.06 1.33 0.0887
H 8.75 -0.88 0.68 0.1316
H 10.58 -2.32 1.56 0.0848
H 10.45 -4.09 1.26 0.0881
H 9.42 -3.30 2.44 0.0743
H 5.66 -0.84 -1.45 0.0797
H 6.66 0.17 -0.93 0.0880
C 2.14 -5.14 2.26 -0.0514
C 1.96 -4.47 3.67 -0.3802
C 0.46 -4.33 4.04 -0.2321
O -0.20 -3.53 3.13 -0.2165
C -1.09 -2.49 3.63 -0.0453
N 2.59 -5.35 4.67 0.0296
H 1.71 -6.14 2.24 0.0660
H 3.21 -5.30 2.15 0.0641
H 1.79 -4.63 1.36 0.0571
H 2.45 -3.50 3.68 0.1219
H 0.43 -3.91 5.05 0.1208
H -0.03 -5.30 4.11 0.1218
H -0.65 -1.80 4.35 0.0835
H -1.85 -3.00 4.21 0.0874
H -1.49 -1.94 2.77 0.0809
H 2.29 -6.30 4.50 0.0664
H 3.59 -5.38 4.80 0.0658
C -3.53 7.34 3.04 -0.1784
C -2.12 7.30 3.53 -0.2467
O -1.94 7.89 4.83 -0.0525
O -4.33 6.52 3.94 -0.0968
H -3.72 6.88 2.07 0.1175
H -3.87 8.38 3.07 0.1245
H -1.57 7.78 2.72 0.1097
H -1.63 6.33 3.55 0.0983
H -1.02 7.89 5.10 0.0664
H -4.50 6.91 4.80 0.0906
C 3.89 2.33 0.48 -0.2306
C 4.97 2.26 1.47 -0.2140
O 4.66 1.95 2.86 -0.0654
O 3.53 1.00 0.15 -0.0832
H 4.24 2.88 -0.40 0.1134
H 2.93 2.75 0.78 0.1206
H 5.56 3.18 1.47 0.1220
H 5.63 1.45 1.15 0.1154
H 5.04 1.10 3.10 0.0581
H 3.45 0.53 0.98 0.0683
C -2.13 -8.03 -4.59 -0.2291
C -1.49 -6.63 -4.66 -0.2768
O -0.45 -6.54 -3.81 -0.0569
O -2.18 -8.64 -3.31 -0.0553
H -1.66 -8.73 -5.28 0.1135
H -3.13 -7.94 -4.99 0.1065
H -2.23 -5.91 -4.32 0.0892
H -1.18 -6.36 -5.67 0.1276
H -0.65 -6.76 -2.90 0.0524
H -2.13 -8.00 -2.60 0.0351
C 0.87 -1.69 -4.36 -0.2788
C -0.30 -1.81 -5.34 -0.1322
O -1.63 -1.89 -4.64 -0.1236
O 0.71 -0.58 -3.61 -0.0726
H 1.84 -1.70 -4.85 0.1260
H 0.94 -2.60 -3.77 0.1110
H -0.29 -2.69 -5.99 0.1143
H -0.45 -0.90 -5.91 0.1164
H -2.09 -1.07 -4.84 0.0827
H -0.07 -0.68 -3.06 0.0355
C 1.39 2.71 4.56 -0.2210
C -0.13 2.89 4.95 -0.2231
O -0.65 3.99 4.21 -0.0787
O 2.16 3.86 4.83 -0.0625
H 1.42 2.42 3.51 0.0986
H 1.76 1.92 5.22 0.1166
H -0.18 3.13 6.02 0.1142
H -0.55 1.89 4.83 0.1006
H -1.61 3.96 4.15 0.0143
H 3.05 3.53 4.96 0.0888
C 1.68 7.15 2.36 -0.2368
C 1.82 7.32 3.90 -0.1863
O 0.88 6.42 4.56 -0.1030
O 2.28 8.29 1.71 -0.0669
H 0.60 7.10 2.24 0.0988
H 2.13 6.21 2.05 0.1100
H 1.60 8.38 4.05 0.1169
H 2.83 7.05 4.22 0.1127
H 1.12 5.52 4.33 0.0262
H 2.06 8.18 0.78 0.0315
C 0.61 5.96 -2.46 -0.2188
C 1.42 6.17 -1.14 -0.2053
O 1.65 7.55 -1.04 -0.0689
O 1.18 6.70 -3.51 -0.0807
H -0.43 6.23 -2.28 0.1143
H 0.67 5.05 -3.06 0.1173
H 2.42 5.78 -1.31 0.1102
H 1.01 5.64 -0.28 0.1174
H 1.78 7.83 -1.96 0.0800
H 0.97 6.17 -4.27 0.0902
C 5.63 -2.13 3.84 -0.2002
C 5.14 -2.86 2.56 -0.2100
O 4.51 -1.97 1.60 -0.0713
O 6.63 -1.13 3.53 -0.0811
H 5.85 -2.82 4.66 0.1126
H 4.78 -1.59 4.26 0.1117
H 4.35 -3.50 2.94 0.0697
H 5.90 -3.46 2.06 0.1172
H 5.20 -1.56 1.08 0.0263
H 7.52 -1.50 3.48 0.0677
C -1.63 -7.08 -0.23 -0.1802
C -0.99 -6.08 0.73 -0.2595
O -1.94 -5.33 1.43 -0.0484
O -1.86 -6.27 -1.39 -0.1046
H -2.53 -7.56 0.15 0.1323
H -0.97 -7.89 -0.53 0.1277
H -0.14 -5.52 0.34 0.1135
H -0.64 -6.72 1.54 0.1115
H -1.52 -5.18 2.28 0.0576
H -2.54 -5.70 -1.04 0.0809
C -4.21 2.90 4.77 -0.1761
C -4.34 2.91 6.25 -0.2551
O -4.64 4.22 6.72 -0.0534
O -3.26 3.94 4.34 -0.0986
H -5.19 3.17 4.37 0.1252
H -3.84 1.93 4.45 0.1231
H -3.39 2.58 6.67 0.1187
H -5.14 2.28 6.63 0.1229
H -3.76 4.55 6.89 0.0863
H -3.73 4.77 4.48 0.0451
C 4.57 -3.93 -2.40 -0.2880
C 5.50 -5.11 -2.65 -0.2460
O 6.38 -5.26 -1.54 -0.0492
O 5.22 -2.77 -2.58 -0.0500
H 4.10 -4.09 -1.43 0.1249
H 3.84 -3.83 -3.20 0.1255
H 5.96 -4.96 -3.63 0.1222
H 4.91 -6.01 -2.80 0.1120
H 7.26 -5.46 -1.86 0.0894
H 5.92 -2.70 -1.92 0.0220
C -4.69 6.20 -1.05 -0.1791
C -5.22 6.04 -2.47 -0.2895
O -4.53 6.80 -3.42 -0.0426
O -4.93 7.61 -0.64 -0.1023
H -3.61 6.06 -1.20 0.1161
H -5.13 5.58 -0.27 0.1119
H -6.30 6.17 -2.58 0.1167
H -5.18 4.97 -2.69 0.1080
H -5.04 7.59 -3.57 0.0888
H -5.84 7.80 -0.41 0.0727
C 3.00 2.28 -4.20 -0.2190
C 4.25 2.73 -3.47 -0.2448
O 4.78 1.61 -2.81 -0.0766
O 1.96 1.97 -3.23 -0.0817
H 3.15 1.41 -4.85 0.1181
H 2.69 3.07 -4.88 0.1022
H 3.93 3.50 -2.77 0.1072
H 5.00 3.04 -4.20 0.1219
H 4.23 1.31 -2.08 0.0485
H 1.72 1.04 -3.27 0.0327
```

The total energy comes out at -4438.1392 Eh. The calculation puts the lowest unoccupied orbital energy at 0.3 eV. The value obtained for the HOMO-LUMO gap is 9.22 eV. Its energy above the lowest of the compared OMol25 structures with the same formula, charge and spin is 246.1 kJ/mol. Its charge is 0.

=====

Entry 2:
A molecular structure, C18H20O5, computed with ωB97M-V with the def2-TZVPD basis set.

```
43
Properties=species:S:1:pos:R:3:lowdin_charge:R:1
C -4.31 -2.51 1.75 -0.0939
O -4.53 -1.49 0.76 -0.1478
C -3.58 -0.40 0.52 -0.1231
C -2.45 -0.43 1.15 -0.0711
C -1.62 0.47 0.71 -0.0975
C -2.05 1.52 -0.03 -0.1930
C -3.34 1.39 -0.52 -0.0773
C -4.14 0.50 -0.52 -0.2955
O -5.38 0.44 -1.10 0.0762
H -5.74 -0.42 -0.69 0.1450
H -3.62 2.45 -1.40 0.2281
C -1.22 2.82 -0.52 0.0937
C 0.24 2.52 -0.63 -0.0783
C 1.12 1.63 -0.41 -0.4345
C 2.34 1.66 0.03 -0.0026
C 3.14 0.56 0.36 -0.0851
C 2.88 -0.82 -0.25 -0.2136
C 1.57 -0.83 -0.87 -0.0839
C 0.86 0.44 -1.08 0.0635
H -0.22 0.25 -1.40 0.1508
O 1.06 -1.89 -1.65 -0.0835
C 1.75 -2.96 -1.55 -0.2054
H 2.02 -3.45 -0.69 0.0543
H 2.78 -2.81 -1.99 0.0988
H 1.28 -3.53 -2.60 0.1810
O 3.80 -1.70 -0.25 -0.1121
C 4.00 -2.39 1.06 0.0218
H 4.54 -1.29 1.64 0.1823
H 2.99 -2.55 1.68 0.1394
H 4.68 -3.11 1.00 0.0123
O 4.46 0.76 0.76 -0.0995
C 4.89 1.86 1.15 -0.2373
H 4.34 2.30 2.13 0.1455
H 4.93 2.50 0.46 0.0210
H 5.90 1.63 1.64 0.1310
H 2.67 2.83 0.61 0.2114
H 0.75 3.65 -0.85 0.1718
H -1.63 3.68 -0.31 0.0247
H -0.72 0.76 1.38 0.1742
H -2.33 -0.99 2.01 0.1134
H -5.14 -3.26 1.82 0.0862
H -4.35 -2.05 2.91 0.1606
H -3.57 -3.10 1.37 0.0481
```

The total energy comes out at -1073.4723 Eh. The calculation puts the lowest unoccupied orbital energy at -0.1 eV. The value obtained for the HOMO-LUMO gap is 7.40 eV. Its energy above the lowest of the compared OMol25 structures with the same formula, charge and spin is 1813.1 kJ/mol. Its charge is 0.

=====

Entry 3:
A gas-phase ion, C6H14NOSSi (charge -1), computed with ωB97M-V with the def2-TZVPD basis set.

```
24
Properties=species:S:1:pos:R:3:lowdin_charge:R:1
C -0.89 -0.63 -2.41 -1.0277
C -2.58 1.15 -0.02 -0.1228
C 1.67 1.09 -1.14 -0.1783
C 0.78 -0.18 1.60 -0.1735
C 1.40 -2.20 -0.61 -0.1652
C -2.18 -0.33 -0.17 -0.3714
N -0.92 -0.50 -0.87 -0.1914
O 0.21 -0.77 -2.93 -0.1411
Si 0.70 -0.38 -0.34 0.5049
S -2.41 -0.77 -3.15 0.4505
H -3.24 1.41 -0.95 0.0759
H -2.92 1.36 1.00 0.0478
H -1.72 1.83 -0.38 0.0801
H 2.82 1.21 -0.94 0.0529
H 1.55 0.97 -2.25 0.0241
H 1.16 1.94 -0.87 -0.0459
H 0.50 -1.14 1.84 -0.0306
H 1.71 0.19 1.96 -0.0043
H 0.08 0.48 2.20 0.0386
H 0.51 -2.75 -0.19 0.0405
H 1.80 -2.39 -1.60 0.0146
H 2.18 -2.46 0.05 -0.0240
H -2.21 -0.77 0.80 0.0684
H -3.01 -0.94 -0.73 0.0778
```

The total energy comes out at -1054.7603 Eh. The calculation puts the lowest unoccupied orbital energy at 3.5 eV. The value obtained for the HOMO-LUMO gap is 7.13 eV. The SMILES is CCN(C([O-])=S)[Si](C)(C)C. Its charge is -1.